Entry from OMol25: C35H30N4O3RuS2 as an isolated structure in a non-equilibrium geometry (the ωB97M-V functional and the def2-TZVPD basis).

**Charge**: +2
**⟨S²⟩**: 6.0909
**Gap between HOMO and LUMO (spin up / spin down)**: 6.312 / 6.672 eV
**Spin multiplicity**: 5
**HOMO level (spin up / spin down)**: -12.75 / -14.21 eV

Geometry (Å):
Ru1 -0.4025 -0.2429 -0.3534
C1 2.1075 -4.4257 -0.7885
C2 1.5296 -4.6003 -2.0376
C3 0.2319 -4.1161 -2.2527
C4 -0.4108 -3.5267 -1.1151
N1 0.1429 -3.4537 0.0881
C5 1.3697 -3.9850 0.2727
C6 -1.7209 -2.8496 -1.2422
C7 -2.6992 -3.6180 -1.8367
C8 -3.9569 -3.1066 -2.1129
C9 -4.2103 -1.8381 -1.6379
C10 -3.2082 -1.0996 -0.9316
N2 -1.8945 -1.6028 -0.8069
C11 -3.4235 0.2392 -0.4247
C12 -4.7019 0.7337 -0.2209
C13 -4.8296 2.0922 0.0334
C14 -3.6729 2.8754 0.0791
C15 -2.4410 2.2686 -0.1883
N3 -2.2301 0.9405 -0.3051
H1 3.1716 -4.6841 -0.6430
H2 2.0373 -5.0761 -2.8464
H3 -0.3079 -4.2107 -3.2437
H4 1.8123 -3.7686 1.2508
H5 -2.5382 -4.7188 -1.9723
H6 -4.7387 -3.6921 -2.6009
H7 -5.1086 -1.2730 -1.9159
H8 -5.6168 0.0997 -0.3169
H9 -5.8266 2.5364 0.0104
H10 -3.7658 3.9338 0.2989
H11 -1.5532 2.9014 -0.3358
O1 8.0455 -1.4630 -0.7785
C16 7.1122 -0.5300 -0.4659
O2 7.5286 0.4417 0.1414
C17 5.5943 -0.6881 -0.7922
C18 5.1327 -1.6050 -1.7493
C19 3.7976 -1.5055 -2.1550
C20 2.9070 -0.7246 -1.4218
S1 1.2465 -0.7124 -1.9069
C21 3.3452 0.0535 -0.3510
C22 4.7108 0.0601 -0.0098
H12 7.6924 -2.3588 -0.8905
H13 5.7924 -2.2420 -2.3193
H14 3.3750 -2.1384 -2.9519
H15 2.6797 0.7020 0.1628
H16 4.9972 0.6668 0.8261
N4 1.7821 8.8294 -0.2356
C23 1.6414 7.6874 -0.4112
C24 1.5216 6.3404 -0.7359
C25 0.3987 5.8236 -1.3869
C26 0.2493 4.4622 -1.5831
C27 1.1666 3.5201 -1.0408
C28 2.3144 4.0932 -0.4532
C29 2.4891 5.4375 -0.2719
C30 0.9140 2.1836 -1.3465
C31 0.4893 0.9734 -1.4250
H17 -0.3750 6.5347 -1.7358
H18 -0.6243 4.1284 -2.1271
H19 3.0293 3.4008 -0.0623
H20 3.3896 5.8345 0.2066
C32 -3.0806 1.7415 4.1469
C33 -1.9204 0.8236 3.8030
S2 -2.2362 -0.3147 2.3534
O3 -0.8176 -0.4091 1.7308
C34 -2.6376 -2.0274 3.1202
C35 -1.5725 -3.1222 3.1746
H21 -2.7734 2.4095 4.9483
H22 -3.9819 1.1982 4.4196
H23 -3.3909 2.3678 3.2985
H24 -1.6000 0.1113 4.5640
H25 -1.0751 1.4437 3.5515
H26 -3.5480 -2.2902 2.5366
H27 -2.9168 -1.7751 4.1363
H28 -1.3525 -3.5110 2.1730
H29 -1.9438 -3.8853 3.8168
H30 -0.6404 -2.6980 3.5927

Entry from OMol25: a 2-piece molecular cluster, C34H35N2O5S overall in a non-equilibrium geometry (the ωB97M-V functional and the def2-TZVPD basis).

**Energy relative to the best compared isomer or geometry (same formula, charge and spin)**: 99.7 kJ/mol
**Charge**: -1
**Gap between HOMO and LUMO**: 3.545 eV
**HOMO level**: -2.11 eV

Geometry (Å):
C1 -2.9961 -4.3091 5.1589
O1 -2.9295 -2.9341 5.6243
C2 -1.9862 -2.0960 5.1052
C3 -2.1618 -0.7205 5.4073
C4 -1.5202 0.1981 4.6027
C5 -0.6661 -0.2096 3.5616
C6 0.1360 0.7504 2.8096
N1 1.2967 0.3302 2.3918
S1 2.7709 1.0008 2.8725
C7 3.7652 -0.3705 3.4810
C8 3.9383 -0.5753 4.8561
C9 4.8573 -1.5215 5.3051
C10 5.6005 -2.2871 4.4062
C11 6.5966 -3.2893 4.9031
C12 5.4048 -2.0886 3.0374
C13 4.4953 -1.1401 2.5769
O2 3.4169 1.4868 1.6757
O3 2.5324 1.8534 4.0146
C14 -0.3477 -1.5826 3.4106
C15 -0.9695 -2.5298 4.2156
H1 -3.9570 -4.6823 5.5438
H2 -2.9974 -4.3620 4.0468
H3 -2.1835 -4.9113 5.5635
H4 -2.8570 -0.4376 6.1949
H5 -1.6876 1.2691 4.7225
H6 -0.1164 1.8139 2.8851
H7 3.3685 0.0171 5.5647
H8 5.0126 -1.6743 6.3728
H9 7.0437 -3.7974 4.0416
H10 7.3775 -2.7941 5.4916
H11 6.1097 -4.0357 5.5407
H12 5.9821 -2.6828 2.3326
H13 4.3612 -0.9879 1.5106
H14 0.3989 -1.9044 2.6659
H15 -0.7260 -3.5894 4.1553
C16 -3.8469 6.8860 -1.2090
C17 -3.2220 6.7344 0.1660
C18 -1.8430 7.3595 0.2184
C19 -4.1461 7.4226 1.1639
O4 -3.0804 5.3048 0.5344
C20 -2.2282 4.5821 -0.2503
C21 -2.1921 3.1525 0.1857
N2 -2.5470 2.3487 -0.7555
C22 -3.3834 1.3357 -0.7909
C23 -3.7738 0.7365 -2.0545
C24 -4.3528 -0.5575 -2.1558
C25 -4.7094 -1.0821 -3.3961
C26 -4.5953 -0.2925 -4.5441
C27 -4.0424 1.0016 -4.4533
C28 -3.6140 1.5064 -3.2175
C29 -3.8731 0.8257 0.4933
C30 -3.3408 -0.4051 0.8851
C31 -3.6631 -0.9558 2.1190
C32 -4.4851 -0.2403 2.9841
C33 -4.9475 1.0278 2.6330
C34 -4.6827 1.5650 1.3709
O5 -1.6178 4.9774 -1.2347
H16 -4.8572 6.4592 -1.1508
H17 -3.9253 7.9386 -1.4932
H18 -3.2758 6.3648 -1.9723
H19 -1.4298 7.2022 1.2218
H20 -1.1983 6.8597 -0.5133
H21 -1.8635 8.4323 -0.0055
H22 -3.8165 7.3096 2.1971
H23 -4.2045 8.5028 0.9707
H24 -5.1591 7.0179 1.0721
H25 -2.0053 2.9618 1.2466
H26 -4.4704 -1.1627 -1.2539
H27 -5.0797 -2.1160 -3.4726
H28 -4.9236 -0.6766 -5.5109
H29 -3.9291 1.6290 -5.3337
H30 -3.1615 2.4982 -3.1229
H31 -2.6516 -0.9121 0.2052
H32 -3.2753 -1.9493 2.3610
H33 -4.7226 -0.6544 3.9684
H34 -5.4920 1.6390 3.3659
H35 -5.0168 2.5660 1.0950

Entry from OMol25: a 13-piece molecular cluster, H25O13 overall in a non-equilibrium geometry (the ωB97M-V functional and the def2-TZVPD basis).

**Energy relative to the best compared isomer or geometry (same formula, charge and spin)**: 430.6 kJ/mol
**Charge**: -1
**Gap between HOMO and LUMO**: 8.709 eV
**HOMO level**: -5.89 eV

Geometry (Å):
O1 -0.8828 -0.3660 -1.9309
H1 1.0959 -1.8689 0.1351
H2 0.0344 3.9299 1.3943
O2 0.2862 -0.9021 -4.2154
H3 0.5663 -1.7986 -4.3931
H4 -0.3180 -1.6314 0.6814
O3 0.6711 4.1986 0.8009
H5 0.2652 4.3950 -0.1297
O4 -2.5718 0.5927 3.4201
H6 -1.6826 0.9861 3.4080
H7 -2.4277 -0.3297 3.4050
O5 3.7790 -0.5467 0.1594
H8 -1.3747 -1.1938 -2.1425
H9 4.3863 -0.9133 -0.3224
O6 -1.5645 -3.3875 -1.4879
H10 -1.9898 -3.2848 -0.6761
H11 -0.6319 -3.1951 -1.3977
O7 1.6258 1.1449 -0.9522
H12 2.0211 1.5486 -1.7459
H13 2.7313 -0.7607 3.6684
O8 0.5931 -2.0330 1.0849
H14 2.9610 -1.0418 -0.0436
H15 -0.1480 -1.0259 -1.4199
O9 1.8882 -0.5177 4.1138
H16 2.3752 0.6584 -0.4698
H17 -0.3479 -0.7401 -3.5705
O10 -2.0796 2.7588 1.5949
H18 -2.8703 3.1442 0.9927
H19 -2.0271 1.9908 1.0873
O11 -1.8659 -0.7729 0.4513
H20 -1.5481 -0.5102 -0.3793
H21 1.3826 0.0375 3.3789
O12 0.9304 -2.1209 -1.3381
H22 1.5167 -1.4682 -1.7961
H23 -2.8729 -0.6989 0.5351
O13 -0.7730 2.2577 -0.5052
H24 0.1165 1.8778 -0.2350
H25 -1.2496 1.5872 -1.1604

Entry from OMol25: a 3-piece molecular cluster, C19H42NO4S overall in a non-equilibrium geometry (the ωB97M-V functional and the def2-TZVPD basis).

**Energy relative to the best compared isomer or geometry (same formula, charge and spin)**: 1327.3 kJ/mol
**Charge**: -1
**Gap between HOMO and LUMO**: 4.658 eV
**HOMO level**: -2.26 eV

Geometry (Å):
O1 0.5846 4.1246 3.9344
S1 1.5628 4.7712 2.8846
O2 1.1545 6.2712 2.6169
O3 1.2806 3.9170 1.4166
C1 3.3037 4.5998 3.5554
C2 3.7208 3.0637 3.9509
C3 4.0980 2.1796 2.6097
C4 4.1720 0.5699 3.0529
N1 3.6226 -0.3218 1.9276
C5 2.4645 -1.1240 2.4723
C6 2.3673 -2.5449 1.3940
C7 3.8425 -2.9026 0.5683
O4 2.4970 -2.2467 -0.1256
H1 1.8724 4.3624 0.7406
H2 3.3662 5.2426 4.5449
H3 4.1499 5.0172 2.8282
H4 4.7027 3.1383 4.6246
H5 2.9124 2.5454 4.6387
H6 5.1329 2.5459 2.1979
H7 3.3060 2.3017 1.7273
H8 3.4499 0.3650 3.9814
H9 5.3018 0.3628 3.2978
H10 2.6354 -1.6038 3.5252
H11 1.4052 -0.6606 2.3000
H12 1.6671 -3.5111 1.7875
H13 3.9850 -3.2913 -0.5073
H14 3.6934 -4.0158 0.9807
C8 -1.9812 -3.6862 -5.7235
C9 -0.5087 -3.4005 -5.4677
C10 -0.0802 -3.7125 -4.0326
C11 -0.7767 -2.8802 -2.9500
C12 -0.6193 -1.3646 -3.0965
C13 0.8265 -0.9037 -2.9918
H15 -2.6284 -3.0694 -5.0928
H16 -2.2317 -3.4688 -6.7660
H17 -2.2117 -4.7382 -5.5300
H18 -0.2865 -2.3580 -5.7196
H19 0.0887 -4.0138 -6.1519
H20 1.0054 -3.5794 -3.9532
H21 -0.2663 -4.7742 -3.8270
H22 -0.3822 -3.1843 -1.9712
H23 -1.8460 -3.1228 -2.9321
H24 -1.1993 -0.8751 -2.3032
H25 -1.0480 -1.0207 -4.0422
H26 1.2564 -1.1917 -2.0270
H27 0.8829 0.1856 -3.0774
H28 1.4454 -1.3302 -3.7864
C14 -5.9340 0.7680 0.0882
C15 -5.0305 1.5879 0.9974
C16 -3.7488 2.0533 0.3037
C17 -2.8194 0.9294 -0.1683
C18 -2.3566 -0.0325 0.9289
C19 -1.5313 0.6501 2.0091
H29 -5.4433 -0.1500 -0.2486
H30 -6.8440 0.4792 0.6223
H31 -6.2257 1.3469 -0.7933
H32 -4.7950 1.0123 1.8989
H33 -5.5853 2.4707 1.3352
H34 -3.2021 2.7173 0.9840
H35 -4.0158 2.6698 -0.5639
H36 -1.9361 1.3835 -0.6370
H37 -3.3148 0.3509 -0.9574
H38 -1.7450 -0.8193 0.4683
H39 -3.2117 -0.5402 1.3843
H40 -0.6402 1.1181 1.5786
H41 -1.2046 -0.0818 2.7539
H42 -2.1067 1.4194 2.5320